Record 1
Molecular formula: C27H108O27
Method: DFT, ωB97M-V with the def2-TZVPD basis set

The calculation puts the total energy at -85031.3855 eV. The calculation puts the HOMO energy at -9.489 eV. Its orbital gap is 8.493 eV. Its max |F| is 4.064 eV Å⁻¹.

The geometry in ORCA input format:
```
! RIJCOSX wB97M-V def2-TZVPD def2/J DEFGRID3
* xyz 0 1
O -0.65 2.96 6.57
H -0.31 2.52 7.35
H 0.06 3.53 6.29
O -2.87 4.25 4.42
H -3.51 3.90 3.81
H -3.20 4.01 5.29
O -3.52 1.01 6.88
H -2.58 0.85 6.80
H -3.88 0.80 6.01
O -5.80 3.44 -3.73
H -5.79 2.96 -4.56
H -5.52 2.80 -3.09
O -5.11 0.03 0.70
H -4.32 -0.39 0.38
H -4.80 0.72 1.29
O -5.22 1.89 -1.46
H -4.88 1.35 -0.74
H -6.16 1.70 -1.48
O -7.81 0.52 0.53
H -8.15 0.58 1.42
H -6.90 0.27 0.63
O 0.96 5.17 5.71
H 1.46 5.94 5.43
H 0.27 5.09 5.06
O -5.77 -2.72 4.11
H -5.61 -1.78 4.20
H -4.97 -3.06 3.71
O -3.29 1.15 -5.18
H -3.35 2.11 -5.16
H -3.00 0.95 -6.07
O -1.00 6.38 4.23
H -1.59 5.65 4.04
H -1.59 7.10 4.46
O -4.95 0.63 4.32
H -5.87 0.75 4.58
H -4.76 1.38 3.77
O -0.81 0.13 -3.81
H -1.30 0.64 -4.46
H -0.62 0.75 -3.11
O -6.19 -1.83 -2.48
H -6.07 -1.95 -1.54
H -5.36 -2.09 -2.87
O -2.65 3.94 -0.99
H -3.41 3.54 -1.41
H -3.02 4.63 -0.43
O -4.93 2.80 2.51
H -4.93 3.37 1.75
H -5.84 2.76 2.79
O -3.98 -2.61 1.77
H -3.25 -2.24 1.27
H -4.62 -1.90 1.82
O -3.61 -1.34 -3.62
H -4.04 -0.55 -3.94
H -2.68 -1.13 -3.63
C -2.36 -1.43 5.13
C -1.23 -2.36 5.44
C 0.09 -1.82 4.85
O -1.03 -2.32 6.82
H -2.30 -1.07 4.10
H -2.27 -0.54 5.76
H -3.34 -1.90 5.25
H -1.41 -3.40 5.18
H 0.95 -2.50 4.90
H 0.23 -0.89 5.39
H -0.05 -1.66 3.78
H -1.11 -1.40 7.08
C -2.54 -5.37 -2.03
C -1.24 -4.61 -1.80
C -1.13 -3.15 -2.31
O -1.13 -4.57 -0.41
H -3.37 -4.68 -2.16
H -2.71 -6.14 -1.28
H -2.38 -5.85 -2.99
H -0.44 -5.23 -2.21
H -1.62 -2.43 -1.66
H -1.41 -2.97 -3.35
H -0.11 -2.78 -2.33
H -1.90 -4.24 0.04
C 4.04 -1.04 -2.54
C 4.79 -0.41 -3.77
C 5.11 -1.45 -4.81
O 4.01 0.57 -4.34
H 4.58 -1.89 -2.11
H 3.03 -1.35 -2.81
H 3.99 -0.26 -1.79
H 5.73 0.11 -3.60
H 5.71 -2.15 -4.24
H 5.55 -1.16 -5.76
H 4.24 -2.09 -5.01
H 3.19 0.10 -4.51
C 5.02 2.54 2.51
C 3.90 3.49 2.10
C 3.15 4.06 3.38
O 4.44 4.64 1.53
H 4.57 1.56 2.63
H 5.59 2.76 3.42
H 5.80 2.60 1.75
H 3.19 2.92 1.49
H 3.73 4.73 4.01
H 2.74 3.28 4.02
H 2.28 4.61 3.02
H 5.12 4.26 0.96
C 6.54 -0.83 0.90
C 7.55 0.21 1.14
C 9.00 -0.35 1.32
O 7.48 1.14 0.17
H 6.94 -1.61 0.25
H 5.52 -0.45 0.75
H 6.54 -1.56 1.71
H 7.25 0.74 2.05
H 9.50 -0.74 0.43
H 8.88 -1.14 2.06
H 9.63 0.44 1.73
H 7.83 1.96 0.52
C 2.59 -3.43 0.61
C 2.99 -4.80 1.15
C 3.39 -5.72 -0.04
O 4.15 -4.73 1.85
H 2.53 -2.77 1.48
H 1.57 -3.53 0.26
H 3.18 -3.06 -0.23
H 2.27 -5.19 1.87
H 2.56 -5.93 -0.71
H 3.68 -6.71 0.31
H 4.19 -5.38 -0.70
H 4.08 -4.07 2.54
C 1.29 3.10 -3.75
C -0.05 3.76 -3.48
C -1.01 3.88 -4.75
O -0.69 2.88 -2.58
H 2.01 3.72 -4.29
H 1.21 2.19 -4.35
H 1.82 2.86 -2.83
H 0.16 4.74 -3.05
H -2.03 3.94 -4.36
H -0.97 2.94 -5.29
H -0.64 4.67 -5.39
H -1.50 3.26 -2.21
C -0.07 -0.58 0.24
C -1.38 -0.27 0.95
C -1.36 1.09 1.73
O -2.37 -0.22 -0.15
H 0.77 -0.99 0.80
H 0.50 0.30 -0.08
H -0.17 -1.23 -0.63
H -1.68 -1.10 1.59
H -2.29 1.21 2.28
H -1.28 1.94 1.05
H -0.47 1.15 2.35
H -1.95 0.32 -0.83
C 1.24 -1.60 -7.26
C 0.83 -1.77 -5.74
C 1.19 -3.15 -5.14
O 1.69 -0.86 -5.13
H 0.74 -0.74 -7.72
H 1.12 -2.45 -7.94
H 2.30 -1.40 -7.40
H -0.25 -1.67 -5.61
H 2.20 -3.49 -5.38
H 0.45 -3.86 -5.50
H 1.19 -3.00 -4.06
H 1.17 -0.52 -4.40
*
```


Record 2
Molecular formula: C27H15BrClMoN5O5S3
Method: DFT, ωB97M-V with the def2-TZVPD basis set

The calculation puts the total energy at -162858.7607 eV. The calculation puts the HOMO energy (alpha / beta) at -8.389 / -8.561 eV. Its orbital gap (alpha / beta) is 6.449 / 6.995 eV. Its max |F| is 0.237 eV Å⁻¹.

The geometry in ORCA input format:
```
! RIJCOSX wB97M-V def2-TZVPD def2/J DEFGRID3
* xyz 0 3
Mo -0.64 0.80 -1.43
O -0.31 6.34 -3.41
C 0.91 5.96 -3.09
O 1.87 6.68 -3.20
C 1.06 4.57 -2.55
C 2.24 4.01 -2.10
Cl 3.80 4.65 -1.98
N 1.99 2.75 -1.67
N 0.68 2.48 -1.84
C 0.11 3.56 -2.35
C -1.36 3.45 -2.54
O -2.01 4.37 -3.00
O -1.83 2.30 -2.19
C 2.85 1.82 -1.02
C 3.94 1.30 -1.69
C 4.72 0.35 -1.05
C 4.40 -0.08 0.22
C 3.30 0.45 0.88
C 2.52 1.41 0.27
H -1.01 5.65 -3.25
H 4.16 1.63 -2.70
H 5.58 -0.07 -1.57
H 5.00 -0.84 0.71
H 3.05 0.11 1.88
H 1.64 1.83 0.76
Br 2.19 -4.15 0.38
C 0.73 -3.91 1.55
C -0.35 -4.77 1.49
C -1.44 -4.56 2.33
C -1.45 -3.46 3.18
C -0.34 -2.64 3.28
C 0.76 -2.86 2.46
N -2.63 -3.24 3.98
N -3.23 -2.16 3.92
C -2.77 -1.16 3.00
C -2.28 0.02 3.48
C -1.66 0.97 2.63
C -1.55 0.71 1.29
O -0.92 1.49 0.42
C -2.16 -0.46 0.77
N -2.07 -0.63 -0.59
C -2.67 -1.66 -1.14
C -3.39 -2.60 -0.39
C -3.44 -2.48 0.97
C -2.81 -1.39 1.60
H -0.35 -5.60 0.80
H -2.29 -5.22 2.30
H -0.33 -1.82 3.98
H 1.63 -2.22 2.53
H -2.31 0.20 4.55
H -1.25 1.88 3.03
H -2.58 -1.75 -2.22
H -3.88 -3.42 -0.90
H -3.99 -3.20 1.57
S 0.17 -2.95 -3.71
C 0.05 -1.43 -3.16
S 1.06 -0.76 -1.86
S -1.09 -0.20 -3.62
*
```